No. 1
C3H10N2 | ωB97M-V/def2-TZVPD

```
15
Properties=species:S:1:pos:R:3:lowdin_charge:R:1
H 3.034 0.543 -1.953 0.026
N 2.900 1.131 -1.143 0.051
C 2.256 0.623 -0.180 -0.407
N 2.012 1.369 0.946 0.058
H 1.881 -0.403 -0.097 0.112
H 1.447 1.043 1.705 0.074
H 2.610 2.156 1.127 0.086
C -2.352 -1.331 0.415 -0.151
C -1.659 -0.268 -0.526 -0.144
H -1.984 -2.312 0.142 0.052
H -3.432 -1.274 0.358 0.052
H -2.091 -1.124 1.448 0.049
H -0.940 0.227 0.080 0.026
H -1.353 -0.863 -1.382 0.058
H -2.330 0.483 -0.941 0.058
```

HOMO-LUMO gap in eV: 10.140
Lowest unoccupied orbital energy in eV: 0.91
Energy relative to the best compared isomer or geometry (same formula, charge and spin) in kcal/mol: 14.6
HOMO energy in eV: -9.23
Energy in eV: -6252.7960

No. 2
C3H10N2O | ωB97M-V/def2-TZVPD

```
16
Properties=species:S:1:pos:R:3:lowdin_charge:R:1
C -0.447 -2.002 -0.202 -0.094
C -0.945 -0.934 0.784 -0.295
N 0.176 -0.150 1.280 0.008
C 0.285 1.075 1.004 -0.302
N -0.426 1.805 0.051 0.074
H 0.585 -2.230 0.062 0.066
H -0.401 -1.614 -1.221 0.064
H -1.041 -2.912 -0.143 0.065
H -1.344 -1.418 1.667 0.102
H -1.721 -0.353 0.284 0.084
H 1.159 1.598 1.387 0.117
H -1.366 1.498 -0.137 0.073
H -0.315 2.798 0.172 0.087
O 2.224 1.238 -1.749 -0.076
H 1.319 1.326 -1.399 -0.006
H 2.258 0.275 -1.839 0.033
```

HOMO-LUMO gap in eV: 10.336
Lowest unoccupied orbital energy in eV: 0.78
Energy relative to the best compared isomer or geometry (same formula, charge and spin) in kcal/mol: 22.8
HOMO energy in eV: -9.55
Energy in eV: -8300.5167

No. 3
C3H10N2O | ωB97M-V/def2-TZVPD

```
16
Properties=species:S:1:pos:R:3:lowdin_charge:R:1
H -2.686 1.283 0.282 0.042
N -1.674 1.271 0.323 0.030
C -1.243 0.256 -0.358 -0.297
N 0.026 -0.145 -0.418 0.003
C 0.446 -1.380 -1.007 -0.251
C 1.330 -2.257 -0.107 -0.086
H -2.034 -0.311 -0.855 0.127
H 0.660 0.419 0.149 0.109
H -0.466 -1.990 -1.021 0.103
H 0.777 -1.418 -2.048 0.109
H 1.958 -1.752 0.627 0.072
H 0.717 -2.969 0.454 0.069
H 1.958 -2.925 -0.689 0.064
O 0.730 2.059 1.288 -0.121
H 1.028 2.947 1.537 0.036
H -0.240 2.070 1.044 -0.008
```

HOMO-LUMO gap in eV: 9.969
Lowest unoccupied orbital energy in eV: 1.03
Energy relative to the best compared isomer or geometry (same formula, charge and spin) in kcal/mol: 21.6
HOMO energy in eV: -8.94
Energy in eV: -8300.5661

No. 4
C3H10N2O | ωB97M-V/def2-TZVPD

```
16
Properties=species:S:1:pos:R:3:lowdin_charge:R:1
C -0.570 -3.041 -2.276 -0.098
N -1.569 -3.488 -1.633 -0.097
C -1.844 -2.842 -0.310 -0.125
H -0.639 -3.363 -3.318 0.063
H 0.314 -2.557 -1.883 0.063
H -1.982 -3.586 0.468 0.067
H -1.005 -2.156 -0.174 0.051
H -2.701 -2.198 -0.532 0.076
C 3.007 1.006 1.188 -0.152
O 3.446 1.707 2.056 -0.004
H 2.361 1.456 0.421 0.074
H 3.581 0.137 0.799 0.081
N -0.436 4.755 1.221 0.004
H -0.927 5.325 0.568 0.003
H 0.179 4.044 1.526 -0.006
H -1.214 4.803 1.881 0.000
```

HOMO-LUMO gap in eV: 9.837
Lowest unoccupied orbital energy in eV: 0.39
Energy relative to the best compared isomer or geometry (same formula, charge and spin) in kcal/mol: 100.0
HOMO energy in eV: -9.45
Energy in eV: -8297.1698

No. 5
C3H10N2O | ωB97M-V/def2-TZVPD

```
16
Properties=species:S:1:pos:R:3:lowdin_charge:R:1
C 0.174 1.916 1.320 -0.059
C -0.583 0.830 0.598 -0.419
N -1.856 0.540 1.077 0.086
C 0.029 0.073 -0.311 -0.196
N -0.580 -0.967 -1.053 0.022
H 0.848 2.427 0.630 0.075
H 0.729 1.481 2.144 0.074
H -0.498 2.650 1.778 0.070
H -2.376 1.195 1.621 0.076
H -2.248 -0.364 0.898 0.069
H 1.029 0.323 -0.664 0.108
H 0.030 -1.774 -1.143 0.045
H -1.453 -1.387 -0.775 0.057
O 2.326 -2.415 -1.660 -0.060
H 2.670 -2.820 -2.466 0.042
H 1.759 -1.710 -1.994 0.010
```

HOMO-LUMO gap in eV: 7.959
Lowest unoccupied orbital energy in eV: 0.92
Energy relative to the best compared isomer or geometry (same formula, charge and spin) in kcal/mol: 30.1
HOMO energy in eV: -7.04
Energy in eV: -8300.1969

No. 6
C3H10N2O | ωB97M-V/def2-TZVPD

```
16
Properties=species:S:1:pos:R:3:lowdin_charge:R:1
C 2.073 -1.057 -1.616 -0.078
N 1.907 -0.348 -0.595 -0.074
C 1.333 -1.004 0.569 -0.158
H 1.571 -1.990 -1.898 0.078
H 2.893 -0.873 -2.308 0.066
H 1.577 -2.063 0.708 0.076
H 0.250 -1.007 0.736 0.059
H 1.756 -0.546 1.465 0.078
N -2.306 0.467 0.934 0.017
C -1.778 1.362 -0.045 -0.364
O -0.514 1.918 0.292 -0.065
H -1.604 0.068 1.531 0.051
H -3.165 0.656 1.416 0.063
H -1.746 0.894 -1.019 0.099
H -2.398 2.251 -0.189 0.115
H 0.150 1.273 0.017 0.036
```

HOMO-LUMO gap in eV: 9.891
Lowest unoccupied orbital energy in eV: 0.82
Energy relative to the best compared isomer or geometry (same formula, charge and spin) in kcal/mol: 60.9
HOMO energy in eV: -9.07
Energy in eV: -8298.8636

No. 7
C3H10N2O | ωB97M-V/def2-TZVPD

```
16
Properties=species:S:1:pos:R:3:lowdin_charge:R:1
H -2.174 -1.063 1.328 0.059
N -1.433 -0.444 0.989 0.082
C -1.988 0.538 0.417 -0.338
N -3.280 0.421 -0.179 0.026
H -1.297 1.323 0.104 0.104
H -4.158 0.896 -0.061 0.067
H -3.063 0.438 -1.171 0.074
C 2.457 0.317 0.446 -0.086
C 1.940 -0.677 -0.570 -0.299
O 0.669 -0.311 -1.122 -0.104
H 2.537 -0.097 1.446 0.068
H 3.449 0.669 0.145 0.064
H 1.973 1.289 0.421 0.070
H 1.771 -1.655 -0.119 0.107
H 2.603 -0.872 -1.404 0.102
H -0.005 -0.773 -0.669 0.003
```

HOMO-LUMO gap in eV: 10.829
Lowest unoccupied orbital energy in eV: 0.92
Energy relative to the best compared isomer or geometry (same formula, charge and spin) in kcal/mol: 52.9
HOMO energy in eV: -9.91
Energy in eV: -8299.2090

No. 8
C3H10N2O | ωB97M-V/def2-TZVPD

```
16
Properties=species:S:1:pos:R:3:lowdin_charge:R:1
C -0.832 0.707 -1.736 -0.057
C 0.051 0.132 -0.657 -0.421
N 0.892 1.068 -0.011 0.066
C 0.102 -1.189 -0.436 -0.188
N 1.018 -1.849 0.429 0.026
H -0.338 1.581 -2.158 0.071
H -1.793 1.016 -1.338 0.074
H -1.006 0.013 -2.547 0.071
H 1.545 1.534 -0.623 0.085
H 1.279 0.746 0.862 0.064
H -0.602 -1.818 -0.956 0.102
H 1.872 -1.332 0.561 0.065
H 0.599 -2.244 1.253 0.071
O -0.719 0.398 2.756 -0.064
H -1.350 1.124 2.772 0.038
H -0.719 0.113 1.829 0.000
```

HOMO-LUMO gap in eV: 8.792
Lowest unoccupied orbital energy in eV: 0.87
Energy relative to the best compared isomer or geometry (same formula, charge and spin) in kcal/mol: 26.1
HOMO energy in eV: -7.92
Energy in eV: -8300.3727

No. 9
C3H10N2O | ωB97M-V/def2-TZVPD

```
16
Properties=species:S:1:pos:R:3:lowdin_spin:R:1
C -2.320 0.616 -1.025 0.579
C -1.953 -0.481 -1.816 0.204
O -2.539 -1.616 -1.809 0.124
H -3.370 0.873 -0.916 0.031
H -1.610 1.075 -0.341 0.024
H -1.119 -0.444 -2.488 0.017
H -2.966 -1.771 -0.943 0.005
N 1.536 0.867 2.114 0.004
C 1.425 0.451 0.751 0.003
N 2.552 -0.344 0.292 0.006
H 2.485 0.825 2.458 0.000
H 0.908 0.458 2.785 0.000
H 1.328 1.351 0.132 0.001
H 0.493 -0.127 0.570 0.001
H 2.451 -0.607 -0.676 0.000
H 2.701 -1.127 0.913 0.000
```

HOMO-LUMO gap (alpha / beta) in eV: 5.709 / 3.576
Lowest unoccupied orbital energy (alpha / beta) in eV: -6.20 / -8.27
<S²>: 0.755
Energy relative to the best compared isomer or geometry (same formula, charge and spin) in kcal/mol: 84.3
HOMO energy (alpha / beta) in eV: -11.91 / -11.85
Energy in eV: -8289.9719
Charge: +1
2S+1: 2

No. 10
C3H10N2O | ωB97M-V/def2-TZVPD

```
16
Properties=species:S:1:pos:R:3:lowdin_spin:R:1
C -0.144 0.755 -2.791 0.052
C 0.857 -0.087 -3.059 0.029
O 1.039 -0.394 -4.412 0.022
H -1.083 0.716 -3.399 0.002
H -0.111 1.480 -1.938 -0.001
H 1.597 -0.355 -2.177 0.001
H 1.724 -1.059 -4.462 0.000
N -0.419 0.753 1.687 0.521
C 0.232 -0.197 2.643 0.009
N -0.833 -1.045 3.247 0.328
H -0.983 0.481 0.873 0.006
H -0.501 1.595 2.156 0.014
H 0.507 0.326 3.461 0.002
H 0.963 -0.873 2.220 0.006
H -1.110 -1.605 2.501 0.009
H -1.736 -0.492 3.450 0.000
```

HOMO-LUMO gap (alpha / beta) in eV: 8.669 / 2.837
Lowest unoccupied orbital energy (alpha / beta) in eV: -3.46 / -8.74
<S²>: 0.759
Energy relative to the best compared isomer or geometry (same formula, charge and spin) in kcal/mol: 97.4
HOMO energy (alpha / beta) in eV: -12.13 / -11.58
Energy in eV: -8289.4040
Charge: +1
2S+1: 2

No. 11
C3H10N2O | ωB97M-V/def2-TZVPD

```
16
Properties=species:S:1:pos:R:3:lowdin_spin:R:1
C -0.852 -0.024 -0.991 0.031
N 0.614 0.144 -0.706 0.226
C 1.166 1.306 -1.373 0.026
H -1.150 0.477 -1.900 0.009
H -1.357 0.465 -0.144 0.011
H -1.032 -1.087 -0.857 0.002
H 1.160 -0.649 -1.038 0.002
H 0.857 2.193 -0.803 0.006
H 2.253 1.350 -1.381 0.000
H 0.850 1.472 -2.408 0.014
C -0.862 -1.437 1.971 0.060
N 0.020 -0.361 1.902 0.533
O -0.729 -2.542 1.555 0.030
H -1.792 -1.153 2.522 0.031
H 0.493 -0.018 2.734 0.011
H 0.362 -0.137 0.917 0.009
```

HOMO-LUMO gap (alpha / beta) in eV: 11.977 / 5.725
Lowest unoccupied orbital energy (alpha / beta) in eV: -3.57 / -8.97
<S²>: 0.760
Energy relative to the best compared isomer or geometry (same formula, charge and spin) in kcal/mol: 67.9
HOMO energy (alpha / beta) in eV: -15.55 / -14.70
Energy in eV: -8290.6844
Charge: +1
2S+1: 2

No. 12
C3H10N2O2 | ωB97M-V/def2-TZVPD

```
17
Properties=species:S:1:pos:R:3:lowdin_charge:R:1
C 0.598 2.234 0.102 -0.067
N 1.159 1.422 0.909 -0.068
O 2.251 0.743 0.378 -0.068
H -0.178 2.852 0.525 0.085
H 1.019 2.498 -0.866 0.098
H 2.577 0.198 1.109 0.099
C 0.084 -1.677 0.385 -0.102
C -1.103 -0.722 0.408 -0.288
N -1.304 0.113 -0.770 -0.133
O -0.833 -0.535 -1.956 -0.097
H 0.290 -2.035 1.386 0.068
H -0.117 -2.530 -0.259 0.067
H 0.967 -1.176 -0.005 0.045
H -2.063 -1.278 0.349 0.109
H -1.094 -0.060 1.274 0.101
H -0.654 0.967 -0.674 0.062
H -1.599 -1.015 -2.295 0.087
```

HOMO-LUMO gap in eV: 9.721
Lowest unoccupied orbital energy in eV: 0.91
Energy relative to the best compared isomer or geometry (same formula, charge and spin) in kcal/mol: 123.2
HOMO energy in eV: -8.81
Energy in eV: -10344.1468

No. 13
C3H10N2O2 | ωB97M-V/def2-TZVPD

```
17
Properties=species:S:1:pos:R:3:lowdin_charge:R:1
C 1.249 -1.573 -0.222 -0.019
C 0.263 -0.771 0.665 -0.488
O -0.103 -1.458 1.711 -0.022
N -0.366 0.363 0.306 0.048
C -0.123 1.609 1.185 -0.184
N 1.325 1.844 1.059 -0.009
H 0.757 -1.751 -1.160 0.059
H 1.597 -2.462 0.374 0.097
H 2.119 -0.974 -0.616 0.084
H -0.598 0.610 -0.626 0.111
H -0.390 1.291 2.083 0.053
H -0.637 2.486 0.726 0.129
H 1.914 1.031 1.002 0.042
H 1.634 2.479 1.855 0.097
O -2.531 -0.770 -2.935 -0.064
H -3.350 -0.448 -3.155 -0.031
H -2.759 -1.506 -2.253 0.098
```

HOMO-LUMO gap in eV: 10.195
Lowest unoccupied orbital energy in eV: 0.65
Energy relative to the best compared isomer or geometry (same formula, charge and spin) in kcal/mol: 64.0
HOMO energy in eV: -9.55
Energy in eV: -10346.7121

No. 14
C3H10N2O2 | ωB97M-V/def2-TZVPD

```
17
Properties=species:S:1:pos:R:3:lowdin_charge:R:1
C -0.220 0.104 -0.049 -0.297
C 1.148 0.628 -1.493 0.058
C -1.501 0.107 -0.817 -0.041
N 0.725 -0.851 -0.367 -0.091
N 1.569 -1.062 0.642 0.032
O -0.669 -0.698 1.805 -0.336
O -0.807 0.525 2.595 -0.164
H -1.683 0.395 2.980 0.064
H 0.000 0.929 0.624 0.119
H 1.062 -0.848 1.549 0.098
H 1.993 -1.980 0.585 0.102
H 1.051 0.120 -2.444 0.063
H 0.658 1.600 -1.512 0.064
H 2.170 0.727 -1.143 0.065
H -1.726 1.097 -1.216 0.083
H -1.481 -0.624 -1.625 0.091
H -2.288 -0.170 -0.115 0.090
```

HOMO-LUMO gap in eV: 8.720
Lowest unoccupied orbital energy in eV: 0.81
Energy relative to the best compared isomer or geometry (same formula, charge and spin) in kcal/mol: 196.4
HOMO energy in eV: -7.92
Energy in eV: -10340.9695

No. 15
C3H10N2O2 | ωB97M-V/def2-TZVPD

```
17
Properties=species:S:1:pos:R:3:lowdin_charge:R:1
C -1.555 -0.621 -1.246 -0.082
C -0.045 -0.535 -1.254 -0.275
N 0.665 -0.571 -0.009 0.052
C 1.324 0.449 0.649 -0.629
N 1.922 1.383 -0.148 0.164
O 1.394 0.452 1.858 0.035
H -1.892 -0.266 -2.221 0.072
H -1.929 0.056 -0.477 0.073
H -1.995 -1.600 -1.075 0.072
H 0.427 -1.185 -2.011 0.117
H 0.195 0.403 -1.770 0.097
H 0.664 -1.401 0.557 0.140
H 2.143 2.256 0.316 0.110
H 1.703 1.497 -1.115 0.077
O -1.341 -0.310 2.499 -0.063
H -0.627 -0.581 3.099 0.040
H -1.054 0.573 2.347 0.001
```

HOMO-LUMO gap in eV: 10.162
Lowest unoccupied orbital energy in eV: 0.75
Energy relative to the best compared isomer or geometry (same formula, charge and spin) in kcal/mol: 12.5
HOMO energy in eV: -9.42
Energy in eV: -10348.9463